# 1
Below is a structure of composition C8H26N12O12Pb, with properties calculated with the ωB97M-V functional and the def2-TZVPD basis.

Its spin multiplicity is 2. As for the charge: -1. The calculation puts the HOMO energy (alpha / beta) at -1.83 / -4.34 eV. The frontier orbital gap (alpha / beta) is 4.141 / 6.626 eV. The calculation puts the LUMO energy (alpha / beta) at 2.3 / 2.3 eV.

```
59
C8H26N12O12Pb | OMol25 | the ωB97M-V functional and the def2-TZVPD basis
Pb -30.386 -15.609 -12.270
O -30.875 -15.739 -7.945
C -31.847 -16.116 -8.780
O -31.605 -16.306 -10.008
O -33.045 -16.046 -8.442
H -30.114 -15.855 -8.519
O -26.621 -16.092 -9.450
C -27.836 -15.977 -10.156
O -28.133 -16.576 -11.163
O -28.699 -15.093 -9.813
H -26.794 -15.745 -8.572
C -23.393 -17.647 -6.803
O -23.909 -16.724 -6.224
N -23.803 -18.152 -7.956
N -22.581 -18.504 -6.267
H -24.628 -17.721 -8.347
H -23.197 -18.863 -8.341
H -22.233 -18.375 -5.328
H -21.986 -18.973 -6.935
C -25.116 -12.580 -9.955
O -24.051 -13.110 -10.198
N -26.332 -12.975 -10.162
N -25.155 -11.407 -9.367
H -26.952 -12.216 -9.919
H -26.417 -13.684 -10.876
H -26.024 -10.930 -9.178
H -24.225 -11.045 -9.212
C -31.595 -12.723 -10.284
O -30.997 -13.331 -11.151
N -32.328 -11.650 -10.347
N -31.561 -12.936 -9.007
H -32.756 -11.331 -11.205
H -32.653 -11.372 -9.432
H -32.147 -12.361 -8.418
H -31.005 -13.704 -8.659
C -28.741 -17.260 -14.948
O -29.491 -16.405 -14.445
N -28.325 -17.305 -16.201
N -28.162 -18.143 -14.223
H -27.497 -17.882 -16.227
H -28.717 -16.802 -16.985
H -27.746 -19.003 -14.550
H -28.265 -18.037 -13.224
C -26.697 -14.704 -6.855
O -27.068 -15.825 -6.600
N -25.439 -14.293 -7.013
N -27.533 -13.764 -7.302
H -24.703 -14.964 -6.846
H -25.265 -13.338 -7.292
H -28.538 -13.846 -7.358
H -27.133 -12.939 -7.726
C -26.280 -19.806 -10.186
O -26.115 -20.971 -9.932
N -25.420 -18.980 -10.766
N -27.356 -19.139 -10.008
H -25.569 -17.983 -10.824
H -24.467 -19.237 -10.980
H -27.475 -18.253 -10.477
H -28.097 -19.672 -9.576
```

natural (NBO) atomic charge list, values in e, 4 entries:
1 Pb 0.8130
2 O -0.7415
3 C 0.9369
4 O -0.8676

# 2
Below is a cluster of 3 separate species, C8H26NO8P3 in total, with properties calculated with the ωB97M-V functional and the def2-TZVPD basis.

The calculation puts the HOMO energy at -7.82 eV. The frontier orbital gap is 4.833 eV. The calculation puts the LUMO energy at -3.0 eV. The SMILES is COP(=O)(OC)OC.COP(=O)(OC)OC.CCPN.

```
46
C8H26NO8P3 | OMol25 | the ωB97M-V functional and the def2-TZVPD basis
C -0.744 2.972 1.927
O -1.053 2.520 0.621
P 0.002 1.275 0.046
O -0.589 1.440 -1.359
O -0.871 0.163 0.903
C -2.267 0.058 0.676
O 1.056 0.031 -0.530
C 0.498 -1.191 -0.982
H -1.512 3.682 2.242
H -0.730 2.135 2.630
H 0.228 3.471 1.924
H -2.565 0.446 -0.301
H -2.800 0.601 1.461
H -2.548 -0.997 0.731
H -0.414 -1.033 -1.564
H 0.293 -1.840 -0.128
H 1.234 -1.690 -1.618
C 3.060 -7.727 -1.328
O 2.638 -6.400 -1.077
P 3.670 -5.532 0.007
O 2.617 -4.423 0.105
O 4.704 -5.228 -1.246
C 4.208 -4.582 -2.408
O 4.702 -4.665 1.092
C 5.246 -3.423 0.680
H 2.409 -8.163 -2.091
H 4.089 -7.741 -1.696
H 2.987 -8.317 -0.412
H 3.298 -4.010 -2.215
H 4.011 -5.332 -3.179
H 4.976 -3.897 -2.778
H 4.519 -2.820 0.130
H 6.133 -3.596 0.067
H 5.554 -2.871 1.572
C -3.037 6.746 0.913
C -4.100 5.480 0.670
P -5.605 6.280 -0.274
N -6.855 6.466 0.983
H -2.228 6.659 0.071
H -3.654 7.760 0.789
H -2.561 6.668 1.999
H -3.618 4.622 0.019
H -4.467 5.003 1.692
H -5.172 7.558 -0.802
H -6.989 7.455 1.287
H -7.752 5.986 0.749
```

natural (NBO) atomic charge list, values in e, 4 entries:
1 C -0.2822
2 O -0.6666
3 P 2.2261
4 O -0.9343

# 3
Below is a cluster of 5 separate species, C8H26O9 in total, with properties calculated with the ωB97M-V functional and the def2-TZVPD basis.

As for the energy above the lowest of the compared OMol25 structures with the same formula, charge and spin: 6.4 kcal/mol. The calculation puts the HOMO energy at -9.88 eV. The frontier orbital gap is 10.141 eV. The calculation puts the LUMO energy at 0.3 eV. The SMILES is OCCO.OCCO.OCCO.OCCO.O.

```
43
C8H26O9 | OMol25 | the ωB97M-V functional and the def2-TZVPD basis
O 2.624 -0.801 3.763
C 3.226 -0.207 2.642
C 3.315 -1.109 1.451
O 2.015 -1.264 0.884
H 1.727 -1.058 3.510
H 2.662 0.685 2.331
H 4.241 0.115 2.877
H 3.763 -2.068 1.731
H 4.007 -0.648 0.730
H 2.050 -1.898 0.163
O 0.277 -2.313 3.617
C -0.977 -2.795 3.101
C -1.314 -1.994 1.883
O -1.753 -0.671 2.202
H 0.495 -2.876 4.366
H -0.894 -3.860 2.874
H -1.746 -2.634 3.861
H -2.114 -2.495 1.335
H -0.453 -1.946 1.207
H -1.187 -0.371 2.923
O -3.547 0.293 -0.919
C -2.970 1.230 -1.830
C -2.831 2.539 -1.061
O -2.626 3.618 -1.965
H -3.586 -0.564 -1.351
H -1.987 0.913 -2.192
H -3.660 1.410 -2.658
H -2.014 2.491 -0.345
H -3.783 2.677 -0.538
H -3.441 4.119 -2.026
O 1.228 1.901 -4.925
C 0.754 0.709 -4.319
C 1.318 0.529 -2.948
O 0.787 1.550 -2.139
H 0.632 2.615 -4.687
H -0.341 0.722 -4.234
H 1.001 -0.128 -4.976
H 2.419 0.579 -2.979
H 1.098 -0.485 -2.575
H 0.951 1.387 -1.202
O 0.315 1.081 0.796
H -0.578 0.711 0.811
H 0.899 0.310 0.813
```

natural (NBO) atomic charge list, values in e, 4 entries:
1 O -0.7295
2 C -0.0887
3 C -0.0921
4 O -0.7577

# 4
Below is a structure of composition C8H27BNO5Pt, with properties calculated with the ωB97M-V functional and the def2-TZVPD basis.

Its spin multiplicity is 3. As for the energy above the lowest of the compared OMol25 structures with the same formula, charge and spin: 0.0 kcal/mol. As for the charge: +1. The calculation puts the HOMO energy (alpha / beta) at -11.46 / -11.61 eV. The frontier orbital gap (alpha / beta) is 8.776 / 8.050 eV. The calculation puts the LUMO energy (alpha / beta) at -2.7 / -3.6 eV.

```
43
C8H27BNO5Pt | OMol25 | the ωB97M-V functional and the def2-TZVPD basis
Pt -0.446 -0.201 0.057
B -1.115 -2.254 1.238
H -1.737 -2.700 2.162
H -0.162 -1.641 1.715
H -0.667 -3.109 0.503
H -1.883 -1.532 0.631
C -2.671 1.549 1.922
C -3.408 0.842 0.809
O -2.637 0.922 -0.400
O -1.423 0.869 2.114
H -3.256 1.531 2.841
H -2.482 2.577 1.597
H -4.371 1.354 0.722
H -3.623 -0.197 1.055
H -3.156 1.434 -1.025
H -1.089 1.021 3.001
C -0.055 0.224 -3.144
C -1.268 -0.639 -2.974
O -1.116 -1.392 -1.768
O 0.157 1.071 -1.985
H -0.183 0.842 -4.034
H 0.830 -0.405 -3.274
H -1.404 -1.277 -3.847
H -2.166 -0.024 -2.864
H -1.631 -2.204 -1.751
H 0.832 1.693 -2.272
C 3.843 -1.458 0.342
C 2.460 -0.896 0.639
C 2.497 0.609 0.785
O 1.206 1.110 1.042
C 1.157 2.528 1.111
N 1.475 -1.317 -0.410
H 4.501 -1.366 1.208
H 4.345 -0.917 -0.467
H 3.774 -2.511 0.076
H 2.095 -1.406 1.534
H 2.890 1.016 -0.162
H 3.209 0.871 1.571
H 0.120 2.839 1.183
H 1.599 2.990 0.223
H 1.699 2.887 1.989
H 1.877 -1.008 -1.292
H 1.382 -2.327 -0.403
```

natural (NBO) atomic charge list, values in e, 4 entries:
1 Pt 1.3221
2 B -0.7734
3 H 0.0597
4 H -0.0043

# 5
Below is a structure of composition C8H28BClCrO8S2, with properties calculated with the ωB97M-V functional and the def2-TZVPD basis.

Its spin multiplicity is 5. As for the energy above the lowest of the compared OMol25 structures with the same formula, charge and spin: 25.4 kcal/mol. The calculation puts the HOMO energy (alpha / beta) at -7.51 / -8.53 eV. The frontier orbital gap (alpha / beta) is 7.859 / 8.873 eV. The calculation puts the LUMO energy (alpha / beta) at 0.3 / 0.3 eV.

```
49
C8H28BClCrO8S2 | OMol25 | the ωB97M-V functional and the def2-TZVPD basis
Cr 5.266 32.054 -18.616
Cl 5.122 31.850 -16.162
B 5.308 32.059 -20.940
H 4.313 32.036 -20.371
H 5.128 32.234 -22.071
H 5.924 32.913 -20.485
H 5.889 31.055 -20.828
O 9.806 33.076 -18.253
S 8.626 33.003 -19.062
O 7.442 32.345 -18.571
O 8.148 34.514 -19.424
C 9.109 35.439 -19.952
C 8.368 36.742 -20.162
C 9.004 32.339 -20.687
H 9.479 35.073 -20.913
H 9.935 35.576 -19.254
H 7.997 37.133 -19.216
H 7.555 36.669 -20.882
H 9.058 37.488 -20.567
H 8.097 32.094 -21.234
H 9.551 31.422 -20.461
H 9.696 33.021 -21.169
O 0.973 33.204 -19.254
S 1.596 32.160 -18.503
O 3.030 32.103 -18.484
O 1.091 32.180 -16.966
C -0.294 32.295 -16.632
C -0.885 33.643 -16.936
C 0.984 30.540 -18.981
H -0.421 32.088 -15.569
H -0.874 31.488 -17.097
H -0.759 33.978 -17.962
H -0.392 34.391 -16.309
H -1.944 33.660 -16.671
H 1.479 30.155 -19.868
H -0.057 30.718 -19.265
H 0.969 29.854 -18.141
C 5.954 28.899 -18.137
O 5.051 29.817 -18.772
H 5.823 28.862 -17.055
H 5.747 27.888 -18.498
H 6.984 29.171 -18.368
H 4.501 29.282 -19.343
C 4.957 35.271 -19.229
O 5.249 34.265 -18.261
H 3.884 35.411 -19.379
H 5.328 36.239 -18.883
H 5.423 35.033 -20.181
H 5.556 34.704 -17.465
```

natural (NBO) atomic charge list, values in e, 4 entries:
1 Cr 1.1413
2 Cl -0.6658
3 B -0.8067
4 H -0.0019

Computed maximum force (eV/Å) in order:
5.94, 9.69, 0.96, 1.59, 1.90